Record 1
ORCA calculation (wB97M-V/def2-TZVPD) on a 9-piece molecular cluster, C19H51F3O10 overall in a non-equilibrium geometry.

Structure (XYZ):
```
83
C19H51F3O10, DFT wB97M-V/def2-TZVPD
C -11.28413 -3.66647 4.95062
O -11.97117 -4.64655 5.75789
O -11.10993 -2.56805 5.78848
C -10.00185 -4.38116 4.35069
F -9.12143 -3.63386 3.67820
F -9.24116 -4.94382 5.25100
F -10.30871 -5.32691 3.52280
C -12.84832 -5.56826 5.08703
C -13.67814 -6.33846 6.11555
H -13.07977 -6.67605 6.96177
H -14.58469 -5.81773 6.42395
H -13.98518 -7.32624 5.77185
H -12.31717 -6.29010 4.46660
H -13.49278 -5.08219 4.35456
H -11.87980 -3.40384 4.07637
C -17.17394 -0.58434 4.18255
O -16.98257 0.35382 5.20735
H -16.31729 -0.77394 3.53578
H -17.60469 -1.49989 4.58791
H -17.93831 -0.14577 3.54108
C -23.52314 0.66579 6.88112
C -22.68346 0.96283 8.13816
O -21.54365 0.12138 8.16935
H -24.16762 1.52881 6.71393
H -24.07786 -0.27225 6.90269
H -22.94568 0.59570 5.95931
H -23.25459 0.74203 9.03991
H -22.45150 2.02630 8.19579
H -20.92496 0.42723 7.50205
C -21.98856 -7.33575 7.25766
C -21.79113 -5.89249 6.86896
O -22.11298 -5.15378 8.05710
H -23.02002 -7.59083 7.50085
H -21.36282 -7.54018 8.12643
H -21.76212 -8.06256 6.47756
H -22.48631 -5.55093 6.10205
H -20.75467 -5.75695 6.55994
H -21.80249 -4.25368 7.93452
C -21.40519 4.36627 2.49824
C -20.23938 5.33552 2.51609
O -19.48107 5.02678 3.67767
H -21.93857 4.27650 3.44456
H -21.05511 3.40181 2.13032
H -22.17742 4.71360 1.81186
H -20.58528 6.36353 2.62409
H -19.69321 5.18616 1.58469
H -19.36999 4.07336 3.69323
C -12.26920 4.74185 1.35608
C -12.98260 4.22904 2.62201
O -12.76360 5.09906 3.68458
H -12.74483 5.63072 0.94161
H -12.15343 4.04532 0.52569
H -11.27827 5.15305 1.54864
H -12.60860 3.24116 2.89094
H -14.06311 4.15132 2.50137
H -13.00399 5.96891 3.35720
C -19.79384 1.67512 13.53384
C -18.77773 2.51423 12.68489
O -18.07853 1.66320 11.76979
H -20.36739 0.94918 12.95751
H -20.51352 2.29100 14.07314
H -19.21700 1.11102 14.26674
H -18.12218 2.98997 13.41430
H -19.32912 3.22342 12.06755
H -18.72798 1.19976 11.23591
C -14.78117 -3.74609 -1.51302
C -14.00453 -4.33670 -2.70330
O -13.78676 -3.26074 -3.58038
H -14.25547 -2.90015 -1.07016
H -15.02608 -4.53786 -0.80504
H -15.75726 -3.43142 -1.88223
H -14.53356 -5.13178 -3.22873
H -13.07171 -4.76067 -2.33155
H -13.38465 -3.71327 -4.32545
C -21.18181 -2.32765 -1.08545
C -21.48604 -3.52038 -0.12467
O -22.70417 -4.02642 -0.60563
H -22.04390 -1.71374 -1.34624
H -20.96910 -2.79674 -2.04608
H -20.31799 -1.73479 -0.78474
H -21.50575 -3.22408 0.92410
H -20.69842 -4.27366 -0.14253
H -22.55301 -4.45605 -1.45072
```

## Properties
gap between HOMO and LUMO	3.4	eV
total charge	-2
DFT total energy	-49151.1358	eV
LUMO level	0.1273	Ha
multiplicity	1

Löwdin population analysis, charges in e, atoms 1 to 8: number 1, C, carries -0.482; number 2, O, carries -0.103; number 3, O, carries -0.262; number 4, C, carries -0.667; number 5, F, carries 0.109; number 6, F, carries 0.140; number 7, F, carries 0.139; number 8, C, carries -0.282

---

Record 2
ORCA calculation (wB97M-V/def2-TZVPD) on an isolated ion of composition C24H52BBrN3O3Si and charge +1 in a non-equilibrium geometry.

Structure (XYZ):
```
85
C24H52BBrN3O3Si, DFT wB97M-V/def2-TZVPD
C 12.60669 -2.83329 0.85472
C 11.22359 -2.13235 0.51606
C 11.34532 -1.10018 -0.67344
C 9.89902 -0.66448 -1.14144
C 9.31198 0.51653 -0.26341
C 8.20416 1.31575 -1.06789
C 6.77940 0.61598 -0.95275
C 5.77398 1.40282 -0.02773
C 4.28413 1.37145 -0.57229
C 3.23539 1.19448 0.59265
C 1.81398 0.79810 0.04556
C 0.67953 1.34925 0.99672
C -0.76146 0.74076 0.65629
C -1.68670 1.94801 0.26362
C -3.23905 1.62665 0.37803
O -3.48908 0.24341 0.23621
C -4.87284 -0.05726 0.33342
C -5.32679 -0.70260 -1.04093
C -6.86273 -1.07789 -1.05554
O -7.47592 -0.63977 -2.26492
Si -8.66818 -1.74061 -2.83737
C -10.10458 -1.88587 -1.58458
C -9.46523 -1.10826 -4.46793
C -7.97921 -3.49732 -3.11617
N -5.75734 1.10732 0.55375
C -5.23808 2.05359 1.46254
N -6.03101 2.80637 2.19722
Br -7.89878 2.61580 2.11176
N -3.84372 2.25195 1.57894
B -3.27732 1.73621 2.88105
O -2.72091 2.72498 3.74720
C -3.27828 0.21804 3.38902
C -4.66928 -0.27477 3.99654
H 12.45392 -3.81696 1.37045
H 13.19363 -2.15261 1.52371
H 13.16387 -3.04349 -0.09239
H 10.50528 -2.94701 0.24733
H 10.88206 -1.59107 1.42924
H 11.90416 -0.20147 -0.30510
H 11.93461 -1.57939 -1.49671
H 9.24493 -1.56279 -0.97049
H 9.86982 -0.43162 -2.23660
H 10.14174 1.20347 0.04880
H 8.86373 0.08316 0.66847
H 8.52605 1.27409 -2.14062
H 8.13856 2.38108 -0.72814
H 6.34954 0.53692 -1.98691
H 6.96189 -0.40893 -0.54434
H 6.09873 2.47041 -0.02333
H 5.79341 0.95522 0.99997
H 4.21608 0.50540 -1.28796
H 4.03701 2.29036 -1.15503
H 3.62304 0.41625 1.29190
H 3.15654 2.17032 1.14495
H 1.68481 1.30414 -0.95071
H 1.67052 -0.29772 -0.10034
H 0.95254 1.21665 2.06981
H 0.64681 2.45891 0.82085
H -0.65949 -0.03828 -0.12920
H -1.10742 0.24706 1.60419
H -1.46547 2.88136 0.84348
H -1.48061 2.16736 -0.81744
H -3.70658 2.13895 -0.50920
H -5.10407 -0.83137 1.10883
H -4.67519 -1.59554 -1.21408
H -5.16219 -0.00392 -1.90284
H -7.42192 -0.65891 -0.17378
H -6.90727 -2.19618 -0.91635
H -11.02015 -2.35760 -2.02481
H -10.43343 -0.89244 -1.18246
H -9.76096 -2.52579 -0.72674
H -8.68745 -0.83570 -5.22306
H -10.15818 -0.25331 -4.26437
H -10.05648 -1.95869 -4.88847
H -6.88446 -3.40647 -3.36736
H -8.50326 -4.07906 -3.90438
H -8.01126 -4.02403 -2.12388
H -6.09891 1.52606 -0.31217
H -5.66985 3.51541 2.83306
H -3.13260 2.63584 4.61818
H -2.52349 0.16413 4.22069
H -2.94848 -0.53174 2.63309
H -4.61190 -0.17993 5.11156
H -5.52869 0.30782 3.57677
H -4.80414 -1.37113 3.80905
```

## Properties
gap between HOMO and LUMO	7.4	eV
total charge	+1
ΔE to the lowest compared entry with this formula, charge and spin	260.2	kJ/mol
structure (SMILES)	CCCCCCCCCCCCCC[C@H]1O[C@H](CCO[Si](C)(C)C)NC(NBr)=[N+]1B(O)CC
DFT total energy	-114935.3591	eV
LUMO level	-0.1501	Ha
multiplicity	1

Löwdin population analysis, charges in e, atoms 1 to 8: number 1, C, carries -0.125; number 2, C, carries -0.267; number 3, C, carries -0.219; number 4, C, carries -0.213; number 5, C, carries -0.211; number 6, C, carries -0.200; number 7, C, carries -0.203; number 8, C, carries -0.200

---

Record 3
ORCA calculation (wB97M-V/def2-TZVPD) on C4H14CaIN3S as an isolated structure in a non-equilibrium geometry.

Structure (XYZ):
```
24
C4H14CaIN3S, DFT wB97M-V/def2-TZVPD
C 0.58940 -1.07413 -3.98811
C 0.50400 0.46246 -3.81307
H 1.60158 -1.44505 -3.81309
H 0.34296 -1.31179 -5.03193
H -0.10018 -1.70267 -3.39943
H 1.08777 0.85052 -2.95954
H 0.96560 0.94230 -4.68812
H -0.52824 0.83442 -3.78340
Ca -0.34634 -0.33338 -1.64845
C -1.61423 1.87061 -1.81090
H -1.04595 2.77467 -2.07824
H -2.27834 2.10345 -0.96638
H -2.25171 1.59533 -2.66853
I 0.44621 -3.06812 -0.77477
N 0.49308 1.15718 0.20554
N 0.09260 0.92424 1.56801
C -0.95739 0.06790 1.76280
N -1.07228 -0.33636 3.04779
S -2.05364 -0.39470 0.55973
H -0.12567 1.89683 -0.17237
H 1.43316 1.56559 0.24065
H 0.86096 0.89290 2.24414
H -1.81592 -0.97316 3.29833
H -0.56983 0.13086 3.79524
```

## Properties
gap between HOMO and LUMO	6.9	eV
DFT total energy	-46220.2425	eV
LUMO level	0.0012	Ha
multiplicity	1

natural (NBO) population analysis, charges in e, atoms 1 to 8: number 1, C, carries -0.670; number 2, C, carries -0.691; number 3, H, carries 0.241; number 4, H, carries 0.241; number 5, H, carries 0.198; number 6, H, carries 0.186; number 7, H, carries 0.255; number 8, H, carries 0.252

---

Record 4
ORCA calculation (wB97M-V/def2-TZVPD) on a 2-piece molecular cluster, C26H32BN4O2 overall in a non-equilibrium geometry.

Structure (XYZ):
```
65
C26H32BN4O2, DFT wB97M-V/def2-TZVPD
C -6.14217 1.92136 1.40987
O -4.70884 1.71363 1.31568
C -4.19720 1.36360 0.10593
C -2.80772 1.04578 0.05993
C -2.26499 0.66717 -1.14935
C -3.06500 0.63086 -2.32308
C -4.41938 0.94712 -2.29574
C -4.99047 1.31156 -1.07621
N -2.23607 0.28815 -3.39499
C -2.59013 0.18224 -4.80060
C -0.96237 0.08980 -2.94818
C -0.90311 0.29736 -1.55099
C 0.22447 0.23279 -0.71010
C 1.53506 0.02918 -1.23007
C 1.89844 -0.91918 -2.20277
N 3.22066 -0.78770 -2.51572
C 3.89076 -1.57541 -3.53336
C 3.78620 0.23809 -1.75854
C 2.76058 0.79862 -0.94788
C 3.02201 1.94083 -0.19996
C 4.33000 2.50717 -0.27369
O 4.71288 3.64444 0.36556
C 3.75029 4.42186 1.10322
C 5.34759 1.89457 -1.06254
C 5.08080 0.75020 -1.80260
H -6.32334 2.14353 2.46321
H -6.45732 2.76645 0.78000
H -6.68578 1.01321 1.10964
H -2.18492 1.11617 0.94812
H -5.02094 0.90678 -3.19982
H -6.05858 1.53389 -1.01726
H -3.66057 0.35872 -4.93634
H -2.02740 0.91597 -5.39847
H -2.32046 -0.81881 -5.16572
H -0.16147 -0.14714 -3.64463
H 0.09364 0.51868 0.33544
H 1.27222 -1.66849 -2.68599
H 4.94050 -1.28352 -3.57783
H 3.80419 -2.64475 -3.29990
H 3.43542 -1.41696 -4.52148
H 2.22975 2.39834 0.40113
H 4.34568 5.22889 1.53064
H 2.98055 4.83522 0.43790
H 3.28143 3.83439 1.90395
H 6.33756 2.34338 -1.05960
H 5.84412 0.25271 -2.39924
H -0.11394 -1.44686 0.77780
B -0.37061 -2.57629 1.36517
H -1.54983 -2.81479 1.13236
H 0.43656 -3.37527 0.90035
C -0.16384 -2.49965 2.91782
N -0.31017 -3.42627 3.90996
C -0.70655 -4.81577 3.76796
C -0.02166 -2.86078 5.13353
C 0.31179 -1.56394 4.90171
N 0.22252 -1.35786 3.54850
C 0.50245 -0.08880 2.91329
H -0.72473 -5.26550 4.76944
H -1.70590 -4.90702 3.32326
H 0.00195 -5.37630 3.14428
H -0.07216 -3.40482 6.06073
H 0.60022 -0.78902 5.58834
H 0.82219 0.62453 3.67945
H 1.29707 -0.18570 2.16282
H -0.39194 0.30934 2.41564
```

## Properties
gap between HOMO and LUMO	6.3	eV
total charge	+1
DFT total energy	-38205.5979	eV
LUMO level	-0.1461	Ha
multiplicity	1

natural (NBO) population analysis, charges in e, atoms 1 to 8: number 1, C, carries -0.260; number 2, O, carries -0.489; number 3, C, carries 0.340; number 4, C, carries -0.251; number 5, C, carries 0.040; number 6, C, carries 0.078; number 7, C, carries -0.188; number 8, C, carries -0.296

---

Record 5
ORCA calculation (wB97M-V/def2-TZVPD) on a 2-piece molecular cluster, CH4INO overall in a non-equilibrium geometry.

Structure (XYZ):
```
8
CH4INO, DFT wB97M-V/def2-TZVPD
C -1.05330 0.43925 -0.12621
N 0.95375 -0.59263 -0.12770
O 0.12038 0.13350 0.68231
I 2.90877 0.00906 -0.15268
H -1.13282 -0.32165 -0.91618
H -0.92724 1.36302 -0.74967
H -1.98493 0.68324 0.63748
H 1.11539 -1.71379 0.75265
```

## Properties
gap between HOMO and LUMO	8.7	eV
ΔE to the lowest compared entry with this formula, charge and spin	279.6	kJ/mol
DFT total energy	-12735.2036	eV
LUMO level	-0.0111	Ha
multiplicity	1

Okay, here come the natural (NBO) numbers, in e, for every atom: number 1, C, carries -0.288; number 2, N, carries -0.475; number 3, O, carries -0.426; number 4, I, carries 0.263; number 5, H, carries 0.208; number 6, H, carries 0.180; number 7, H, carries 0.208; number 8, H, carries 0.330

---

Record 6
ORCA calculation (wB97M-V/def2-TZVPD) on an isolated molecule of C4H8N2O2 in a non-equilibrium geometry.

Structure (XYZ):
```
16
C4H8N2O2, DFT wB97M-V/def2-TZVPD
O -0.37171 2.08413 1.33856
N 0.54230 1.91669 0.14619
C 0.39272 0.70056 0.11923
C 0.87756 0.16719 -1.29246
N 0.00940 -1.00973 -1.45079
C -0.02921 -1.57945 -0.16825
C -0.26510 -0.53569 0.89266
O -1.67962 -0.23721 0.90157
H 0.22147 2.90277 1.56896
H 1.94773 -0.23975 -1.13647
H 0.91334 0.98357 -2.16410
H -0.99378 -0.41145 -1.55532
H -0.83811 -2.28283 -0.43162
H 1.06752 -2.01326 -0.23669
H 0.15630 -0.95852 1.92413
H -1.95084 0.51296 1.54439
```

## Properties
gap between HOMO and LUMO	9.9	eV
ΔE to the lowest compared entry with this formula, charge and spin	646.9	kJ/mol
structure (SMILES)	O/N=C1/CNC[C@@H]1O
DFT total energy	-11347.4077	eV
LUMO level	0.0239	Ha
multiplicity	1

natural (NBO) population analysis, charges in e, atoms 1 to 8: number 1, O, carries -0.659; number 2, N, carries -0.140; number 3, C, carries 0.247; number 4, C, carries -0.293; number 5, N, carries -0.574; number 6, C, carries -0.282; number 7, C, carries 0.025; number 8, O, carries -0.742